{"formula": "C32H88N8O8", "method": "wB97M-V/def2-TZVPD", "total_charge": 1, "s_squared": 0.76, "gap_ev": [7.14, 1.21], "multiplicity": 2, "e_above_lowest_ev": 2.5878, "energy_ev": -62894.943, "species": ["C", "C", "C", "O", "C", "N", "H", "H", "H", "H", "H", "H", "H", "H", "H", "H", "H", "C", "C", "C", "O", "C", "N", "H", "H", "H", "H", "H", "H", "H", "H", "H", "H", "H", "C", "C", "C", "O", "C", "N", "H", "H", "H", "H", "H", "H", "H", "H", "H", "H", "H", "C", "C", "C", "O", "C", "N", "H", "H", "H", "H", "H", "H", "H", "H", "H", "H", "H", "C", "C", "C", "O", "C", "N", "H", "H", "H", "H", "H", "H", "H", "H", "H", "H", "H", "C", "C", "C", "O", "C", "N", "H", "H", "H", "H", "H", "H", "H", "H", "H", "H", "H", "C", "C", "C", "O", "C", "N", "H", "H", "H", "H", "H", "H", "H", "H", "H", "H", "H", "C", "C", "C", "O", "C", "N", "H", "H", "H", "H", "H", "H", "H", "H", "H", "H", "H"], "xyz": [[2.47058, -2.79893, -1.15505], [1.29657, -2.92764, -2.21278], [-0.13315, -2.64463, -1.71756], [-1.12307, -3.22691, -2.52876], [-2.48041, -3.08542, -2.02029], [1.68768, -2.00913, -3.27682], [2.48815, -1.82534, -0.66525], [3.40639, -2.84108, -1.71235], [2.38873, -3.58172, -0.40097], [1.22449, -3.85567, -2.77994], [-0.43823, -1.62401, -1.48657], [-0.28656, -3.04478, -0.71534], [-3.07767, -3.69081, -2.70212], [-2.88850, -2.07513, -2.04995], [-2.57893, -3.51599, -1.02380], [0.90127, -1.98736, -3.91021], [1.60346, -1.05155, -2.96689], [1.44247, -0.36708, 6.20592], [2.54137, -1.39777, 6.43188], [2.38849, -2.04637, 7.88949], [3.23270, -3.08579, 8.21132], [4.53056, -2.68314, 8.62927], [2.50814, -2.43247, 5.44555], [1.39608, 0.06854, 5.20783], [1.57093, 0.45671, 6.90804], [0.45174, -0.80858, 6.31384], [3.52387, -0.92808, 6.47883], [1.37003, -2.37435, 8.09754], [2.49951, -1.16905, 8.52672], [5.00584, -3.63695, 8.85831], [4.56650, -1.88868, 9.37468], [5.19780, -2.51975, 7.78299], [1.54045, -2.55572, 5.18385], [2.68110, -3.22942, 6.04142], [-0.06873, 1.85648, -0.08384], [-0.00994, 1.33945, 1.35855], [-0.16840, -0.21065, 1.39186], [-0.31640, -0.78951, 2.65867], [-0.89503, -2.09973, 2.51240], [1.16733, 1.76072, 2.07578], [-1.05931, 1.78877, -0.53358], [0.68928, 1.38090, -0.70621], [0.20858, 2.90815, -0.15589], [-0.84734, 1.84808, 1.83621], [0.74441, -0.58500, 0.92845], [-0.95840, -0.49052, 0.69496], [-0.49962, -2.76900, 1.74831], [-1.97130, -2.10413, 2.33999], [-0.55754, -2.70528, 3.35353], [1.05238, 2.70238, 2.42241], [1.37167, 1.22447, 2.90691], [7.08252, 4.82463, -2.49867], [6.64554, 4.30764, -1.13308], [5.19001, 3.79467, -1.28697], [4.27163, 4.90870, -1.11858], [3.05942, 4.73420, -0.33621], [7.64840, 3.40136, -0.70338], [6.38029, 5.59754, -2.81109], [7.17158, 4.10573, -3.31313], [8.03620, 5.33097, -2.34962], [6.54055, 5.02797, -0.32178], [4.95808, 2.90371, -0.70345], [5.08306, 3.40841, -2.30061], [3.35139, 4.40690, 0.66166], [2.35040, 4.05597, -0.81096], [2.65782, 5.72728, -0.13467], [7.19583, 2.71111, -0.12128], [8.01482, 2.97731, -1.54363], [1.24289, -9.25791, -1.15837], [-0.11150, -8.58632, -1.26346], [-0.01879, -7.10702, -0.90532], [0.01642, -7.03813, 0.54459], [-0.24272, -5.70253, 1.12734], [-0.65440, -8.86173, -2.62487], [1.60694, -9.11594, -0.14082], [1.80308, -8.73343, -1.93245], [1.13251, -10.33093, -1.31497], [-0.83656, -8.89772, -0.51151], [-0.88525, -6.53489, -1.23700], [0.80628, -6.56120, -1.36298], [-0.68644, -5.78777, 2.11928], [-0.96801, -5.16653, 0.51517], [0.71509, -5.18278, 1.15106], [-0.68792, -9.79845, -3.00108], [-1.57106, -8.45685, -2.75100], [-4.45434, 6.09404, -0.04101], [-4.04719, 4.94284, -1.05333], [-2.52670, 4.63226, -0.91742], [-1.85825, 5.88542, -1.25424], [-0.51203, 5.70077, -1.14357], [-4.85897, 3.82780, -0.70533], [-4.60507, 5.76439, 0.98696], [-5.40332, 6.51756, -0.36992], [-3.84567, 6.99803, -0.02028], [-4.42299, 5.16174, -2.05281], [-2.29398, 3.84064, -1.62965], [-2.37025, 4.34619, 0.12266], [-0.13601, 4.99967, -1.88867], [-0.16556, 5.26727, -0.20542], [-0.05470, 6.68620, -1.23238], [-4.49267, 2.94482, -1.03133], [-5.86249, 3.84060, -0.81879], [-4.52836, 0.21848, 2.95573], [-4.00194, 1.03077, 1.82933], [-4.10732, 0.45745, 0.37893], [-3.69743, 1.49624, -0.52674], [-3.58901, 1.13914, -1.93364], [-4.93374, 2.16343, 1.87484], [-5.61083, 0.33376, 3.01111], [-4.16640, 0.51765, 3.93938], [-4.33773, -0.85184, 2.87707], [-3.00393, 1.41293, 2.04388], [-5.09472, 0.03989, 0.18196], [-3.30409, -0.26072, 0.21419], [-4.57215, 0.80606, -2.26620], [-2.94881, 0.26521, -2.05401], [-3.13612, 1.99137, -2.44031], [-5.03835, 2.48003, 2.82822], [-4.74591, 2.86978, 1.17778], [0.77256, 2.11436, -4.02209], [-0.49361, 1.26606, -4.09686], [-1.66157, 2.11692, -4.68095], [-2.71807, 1.18280, -4.78333], [-3.92440, 1.62225, -5.39511], [-0.11706, 0.05334, -4.84464], [1.66632, 1.51903, -3.83536], [0.85611, 2.83112, -3.20515], [0.83777, 2.64878, -4.96985], [-0.76417, 0.81982, -3.13990], [-1.29682, 2.31610, -5.68862], [-1.90226, 3.02453, -4.12739], [-3.70293, 1.94527, -6.41232], [-4.43647, 2.44388, -4.89429], [-4.61216, 0.77663, -5.39531], [0.13310, 0.39153, -5.76287], [-0.99774, -0.40795, -5.02274]], "atomic_forces_ev_per_a": [[-1.386, -0.720, -0.744], [0.492, 1.582, -0.050], [-0.547, -0.475, 1.754], [-1.024, 0.140, -0.276], [1.068, -0.789, -0.975], [-0.624, 0.420, -0.604], [-0.419, 0.118, 0.019], [-0.081, -0.381, 0.080], [0.275, -0.003, 0.080], [0.319, -0.650, 0.829], [0.688, 0.912, -0.699], [0.342, -0.747, 0.559], [-0.038, 0.037, 0.072], [0.393, 0.285, 0.081], [0.146, 0.093, 0.246], [0.016, -0.230, -0.808], [0.424, 0.396, 0.518], [0.073, 0.238, 0.337], [-0.464, 1.217, -2.238], [-0.436, -0.694, 1.991], [-0.540, 1.535, -0.672], [1.211, -1.587, -0.660], [-1.139, 0.099, 3.157], [0.584, -0.154, -0.155], [-0.223, -0.016, 0.005], [-0.024, -0.122, 0.366], [0.364, -0.101, 0.143], [-0.165, -0.271, -0.814], [0.514, 0.234, 0.036], [-0.178, 0.121, 1.336], [-0.156, -0.302, -0.016], [-0.376, 1.121, -0.606], [-0.306, 0.050, -1.265], [1.206, -1.348, -1.037], [0.866, 0.021, -0.125], [-1.406, -0.312, 0.334], [0.728, 1.588, -1.278], [-0.688, -1.069, -0.099], [0.756, -0.446, 0.504], [1.268, 0.268, 0.085], [-0.044, -0.342, 0.139], [-0.083, -0.400, -0.171], [-0.079, 0.174, 0.428], [-0.652, -0.527, 0.187], [0.349, -0.252, -0.103], [-0.457, 0.019, 0.193], [0.529, 0.776, -0.960], [-0.098, 0.319, 0.468], [-0.719, 0.342, 0.747], [0.042, 0.232, -0.235], [-0.246, -0.431, -0.110], [-0.018, 2.010, 0.774], [-1.495, 0.413, -0.553], [-0.573, 0.016, -0.478], [-0.194, -0.519, 0.250], [1.848, 0.126, 0.045], [0.193, -1.111, 0.167], [-0.031, 0.005, -0.211], [-0.121, -0.421, 0.396], [0.190, -0.047, -0.309], [0.171, 0.866, -0.500], [-0.130, 0.253, 0.896], [-0.188, 0.119, -0.364], [-0.152, -0.634, 0.087], [-0.070, 0.047, 0.033], [-0.179, 0.017, -0.650], [0.459, -0.492, 0.141], [0.250, -0.666, 0.268], [-0.952, 0.299, 0.444], [-0.976, -0.691, -0.540], [-0.403, 0.919, 0.399], [-0.399, 1.131, 0.374], [0.434, -1.636, -1.388], [0.077, 1.574, 0.162], [0.421, 0.149, -0.195], [0.666, -0.527, 0.182], [0.270, 0.055, -0.306], [0.154, -0.691, 0.270], [-0.493, -0.214, -0.176], [0.573, -0.236, 0.077], [0.282, -0.430, 0.022], [0.058, 0.142, -0.217], [-0.092, 0.335, 0.125], [0.404, -0.159, 0.715], [-0.028, 0.047, 0.033], [-0.196, 0.433, -1.112], [-0.869, 1.612, 1.248], [-2.166, 1.903, -0.966], [-1.731, -1.897, 0.695], [1.675, 0.350, -0.110], [-0.005, -1.878, 1.157], [0.227, -0.444, -0.127], [-0.375, -0.304, 0.004], [0.601, -0.352, -0.184], [1.236, 1.096, -0.448], [0.591, -0.120, 0.061], [0.426, -0.134, 0.026], [0.231, 0.069, -0.524], [-0.287, 0.038, 0.611], [0.278, -0.152, -0.238], [-0.370, 0.362, 0.238], [0.166, 0.694, -0.250], [-0.251, -2.006, 0.747], [-1.262, 1.710, -0.967], [1.784, 0.420, 0.520], [0.081, -0.447, -0.411], [-0.115, -0.839, 1.762], [-0.126, -0.151, -0.453], [-0.033, -0.114, -0.217], [0.325, 0.238, -0.122], [0.192, -0.182, -0.021], [0.498, -0.516, -0.341], [-0.120, 0.146, -0.132], [-0.271, -0.963, 0.368], [-0.113, 0.500, -0.530], [0.379, 0.007, 0.009], [-0.460, -0.188, -0.067], [0.041, 0.480, -0.249], [0.051, 0.569, 0.104], [0.112, 0.178, 0.521], [0.772, 0.213, 1.026], [0.921, -2.276, -0.472], [-0.932, 0.222, 0.495], [0.415, -0.108, -0.232], [-0.975, 0.889, -0.541], [-0.085, -0.365, -0.536], [-0.713, 0.332, -0.020], [0.469, 0.099, -0.002], [-0.236, 0.620, 0.467], [-0.226, 0.775, -0.322], [-0.024, 0.057, 0.114], [-0.186, -0.037, -0.226], [0.252, 0.204, 0.389], [0.157, -0.023, -0.146], [0.512, -0.172, -0.537], [-0.274, -0.563, -0.025]], "mulliken_spin": [0.000, 0.000, 0.000, 0.000, 0.000, 0.000, 0.000, 0.000, 0.000, 0.000, 0.000, 0.000, 0.000, 0.000, 0.000, 0.000, 0.000, -0.002, 0.076, 0.158, 0.175, 0.003, 0.470, 0.011, -0.001, 0.000, 0.059, -0.004, 0.021, 0.006, -0.002, 0.018, -0.005, 0.014, 0.001, 0.000, 0.000, -0.002, 0.001, 0.001, 0.000, 0.000, 0.000, 0.000, 0.001, 0.000, 0.000, 0.000, 0.000, 0.000, 0.001, 0.000, 0.000, 0.000, 0.000, 0.000, 0.000, 0.000, 0.000, 0.000, 0.000, 0.000, 0.000, 0.000, 0.000, 0.000, 0.000, 0.000, 0.000, 0.000, 0.000, 0.000, 0.000, 0.000, 0.000, 0.000, 0.000, 0.000, 0.000, 0.000, 0.000, 0.000, 0.000, 0.000, 0.000, 0.000, 0.001, 0.000, 0.000, 0.000, 0.000, 0.000, 0.000, 0.000, 0.000, -0.001, 0.000, 0.000, 0.000, 0.000, 0.000, 0.000, 0.000, 0.002, 0.000, 0.000, 0.000, 0.001, 0.000, 0.000, 0.000, -0.001, 0.000, 0.000, 0.000, 0.000, 0.000, 0.000, 0.000, 0.000, 0.000, 0.000, 0.000, 0.000, 0.000, 0.000, 0.000, 0.000, 0.000, 0.000, 0.000, 0.000, 0.000, 0.000, 0.000, 0.000]}